# 1
Computed, not measured: a structure of composition C11H26CrN6O2SSe4 in a non-equilibrium geometry, with ωB97M-V/def2-TZVPD.

```
51
Properties=species:S:1:pos:R:3:mulliken_charge:R:1
Cr 1.402 0.265 -0.014 0.916
Se 3.716 0.179 0.541 -0.436
Se 3.425 1.684 2.290 -0.123
Se 1.896 0.529 3.599 -0.137
Se 0.109 0.020 2.096 -0.361
N -0.466 0.806 -1.035 -0.419
C -0.995 2.068 -0.468 0.222
C -2.018 2.697 -1.423 -0.870
C -2.712 4.020 -1.053 -0.943
C -3.371 4.107 0.330 -0.805
N -2.363 4.444 1.333 -0.192
C -2.128 3.848 2.489 0.823
N -0.937 4.007 3.058 -0.349
N -3.067 3.109 3.096 -0.379
C 0.240 2.907 -0.046 0.456
O 0.143 4.103 0.220 -0.831
O 1.312 2.227 0.070 -0.277
H -0.221 0.958 -2.011 0.347
H -1.177 0.082 -1.025 0.284
H -1.486 1.799 0.470 0.099
H -2.798 1.941 -1.567 0.380
H -1.540 2.848 -2.395 0.406
H -3.490 4.173 -1.802 0.458
H -2.006 4.845 -1.145 0.356
H -3.880 3.172 0.579 0.439
H -4.116 4.904 0.310 0.319
H -1.536 4.880 0.920 0.267
H -0.173 4.403 2.528 0.232
H -0.696 3.528 3.909 0.206
H -4.029 3.182 2.822 0.231
H -2.866 2.653 3.968 0.199
C 2.144 -3.157 1.277 -0.970
N 1.808 -3.934 0.093 0.129
C 1.260 -5.252 0.399 -1.185
C 1.684 -3.382 -1.121 0.521
S 1.407 -1.700 -1.388 -0.129
N 1.744 -4.174 -2.199 0.102
C 2.459 -5.447 -2.193 -1.233
C 1.397 -3.680 -3.528 -1.110
H 2.680 -3.807 1.969 0.335
H 1.252 -2.778 1.777 0.283
H 2.793 -2.325 1.023 0.194
H 0.555 -5.145 1.225 0.402
H 2.042 -5.946 0.709 0.358
H 0.727 -5.660 -0.454 0.387
H 3.018 -5.574 -1.272 0.402
H 3.165 -5.447 -3.024 0.461
H 1.776 -6.287 -2.327 0.363
H 0.464 -3.124 -3.501 0.401
H 1.278 -4.538 -4.187 0.411
H 2.177 -3.029 -3.926 0.360
```

Results
Energy above the lowest of the compared OMol25 structures with the same formula, charge and spin, kcal/mol: 5.50
Orbital gap (spin up / spin down), eV: 5.84 / 7.04
Net charge: +1
Spin multiplicity: 4
<S²>: 3.881

***

# 2
Computed, not measured: a cluster of 5 separate species, C11H26F3N6O9PS in total in a non-equilibrium geometry, with ωB97M-V/def2-TZVPD.

```
57
Properties=species:S:1:pos:R:3:mulliken_charge:R:1
N 7.452 1.263 2.443 -0.663
P 6.328 1.619 1.288 0.333
N 5.143 2.702 2.073 -0.278
C 4.052 3.090 1.335 0.353
N 3.663 2.736 -0.105 -0.347
C 2.124 2.838 -0.242 -0.394
C 1.708 3.112 1.320 -0.045
C 0.186 3.584 1.704 -0.496
C -0.908 2.342 1.789 -0.207
N -0.366 1.011 1.310 -0.273
N 2.886 4.026 1.709 -0.386
H 7.124 1.780 3.312 0.200
H 5.794 0.362 0.840 0.170
H 7.080 2.297 0.228 0.168
H 5.194 3.055 3.072 0.366
H 4.129 3.327 -0.810 0.311
H 1.889 3.852 -0.821 0.286
H 1.708 1.880 -0.798 0.299
H 1.929 2.167 1.974 0.072
H -0.254 4.435 1.032 0.312
H 0.244 4.028 2.811 0.209
H -1.360 2.223 2.887 0.324
H -1.813 2.622 1.082 0.178
H -0.024 1.090 0.310 0.079
H 0.377 0.634 1.940 0.183
H 2.942 4.301 2.713 0.336
C -4.464 1.988 -0.379 0.789
O -4.769 0.985 0.311 -0.780
O -3.148 2.133 -0.441 -0.499
O -5.172 2.824 -0.984 -0.804
H -3.012 1.340 0.116 0.239
C -3.852 -0.325 -4.969 0.478
F -3.279 -0.197 -6.209 -0.237
F -4.858 0.606 -4.925 -0.221
F -4.476 -1.547 -4.972 -0.243
S -2.621 -0.137 -3.575 1.244
O -2.058 1.212 -3.727 -0.722
O -1.630 -1.202 -3.779 -0.708
O -3.398 -0.302 -2.339 -0.606
C -1.666 -5.873 -0.270 -1.302
C -1.895 -4.560 -0.990 0.345
C -0.653 -3.981 -1.596 -0.486
O -0.936 -2.593 -1.608 -0.205
C -1.812 -2.369 -0.582 0.598
O -2.126 -1.266 -0.170 -0.412
O -2.287 -3.548 -0.077 -0.430
H -1.363 -6.660 -0.967 0.388
H -0.894 -5.771 0.502 0.173
H -2.580 -6.190 0.244 0.367
H -2.693 -4.671 -1.734 0.441
H -0.473 -4.347 -2.611 0.341
H 0.247 -4.146 -0.993 0.222
N -0.272 -3.556 2.465 -0.388
H -0.924 -3.431 3.249 0.391
H -0.783 -3.480 1.578 0.130
H 0.454 -2.830 2.505 0.384
H 0.167 -4.482 2.529 0.419
```

Results
Orbital gap, eV: 1.58
Spin multiplicity: 1

***

# 3
Computed, not measured: a structure of composition C11H26HgN4O7S in a non-equilibrium geometry, with ωB97M-V/def2-TZVPD.

```
50
Properties=species:S:1:pos:R:3:mulliken_charge:R:1
O -1.184 1.974 -3.610 -0.680
H -1.941 1.888 -3.034 0.412
Hg -0.075 0.125 -1.294 1.288
N -1.128 -1.242 0.351 0.222
N -2.364 0.196 -1.460 0.576
N 1.624 0.041 0.272 0.407
N 1.114 2.353 -1.316 0.494
O -0.586 -1.660 1.443 -0.639
O 1.765 -0.864 1.233 -0.877
O 0.806 3.467 -1.745 -0.604
O -2.958 1.006 -2.224 -0.728
C -3.132 -0.667 -0.738 0.332
C -2.452 -1.433 0.252 0.283
C 2.414 1.126 0.385 0.579
C 2.094 2.259 -0.466 0.358
C -3.065 -2.197 1.355 -1.283
H -3.130 -1.608 2.271 0.189
H -2.509 -3.094 1.611 0.371
H -4.070 -2.503 1.112 0.417
C -4.630 -0.749 -0.813 -1.495
H -4.996 -0.207 -1.685 0.376
H -5.110 -0.318 0.093 0.306
H -5.002 -1.799 -0.872 0.361
C 3.518 1.217 1.400 -1.641
C 2.894 3.511 -0.495 -1.560
H 3.621 0.305 1.996 0.376
H 3.349 2.079 2.056 0.358
H 4.465 1.431 0.893 0.402
H 2.168 4.321 -0.385 0.334
H 3.201 3.587 -1.544 0.365
H 3.731 3.601 0.174 0.402
H 0.709 -1.250 1.358 0.500
H -0.399 2.387 -3.200 0.282
C 0.475 -0.589 -3.118 -1.270
H -0.161 -1.500 -3.193 0.325
H 1.572 -0.754 -3.103 0.329
H 0.056 0.193 -4.111 0.231
O 2.649 -3.509 0.806 -0.656
H 2.322 -2.681 0.863 0.392
H 2.177 -3.915 0.064 0.304
C -0.788 0.737 3.499 -1.009
S -1.745 1.423 2.144 0.478
C -1.970 3.046 2.880 -1.130
O -0.847 1.591 0.959 -0.641
H -1.398 0.791 4.410 0.495
H 0.123 1.338 3.597 0.344
H -0.554 -0.305 3.254 0.229
H -0.993 3.539 2.892 0.318
H -2.679 3.593 2.254 0.360
H -2.374 2.920 3.885 0.417
```

Results
Energy above the lowest of the compared OMol25 structures with the same formula, charge and spin, kcal/mol: 16.08
Orbital gap (spin up / spin down), eV: 6.02 / 6.02
Spin multiplicity: 1

***

# 4
Computed, not measured: a structure of composition C11H26O4PPtS2Sb, with ωB97M-V/def2-TZVPD.

```
46
Properties=species:S:1:pos:R:3:mulliken_charge:R:1
Pt 2.558 0.761 0.743 0.889
C 4.152 -3.210 2.267 -1.083
C 4.031 -2.518 0.928 -0.311
O 2.685 -2.605 0.415 -0.361
P 1.681 -1.365 0.695 -0.120
S 0.859 -1.321 2.470 -0.378
S 2.293 1.746 -1.169 -0.442
O 0.557 -1.743 -0.405 -0.212
C 0.946 -1.775 -1.784 0.008
C -0.253 -2.206 -2.597 -1.066
H 5.187 -3.157 2.608 0.372
H 3.853 -4.257 2.191 0.337
H 3.522 -2.715 3.004 0.222
H 4.662 -2.997 0.178 0.290
H 4.330 -1.472 1.021 0.328
H 1.770 -2.481 -1.909 0.358
H 1.295 -0.781 -2.082 0.098
H -0.593 -3.194 -2.283 0.313
H 0.013 -2.249 -3.655 0.403
H -1.075 -1.502 -2.475 0.065
C -3.941 4.044 -0.013 -1.204
C -3.827 2.521 0.046 -0.909
Sb -1.835 1.800 0.548 0.690
C -2.522 -0.154 1.142 -0.425
C -3.446 -0.874 0.167 -0.895
C -1.347 1.305 -1.492 -0.037
C -1.136 2.545 -2.355 -1.371
H -4.954 4.366 -0.273 0.352
H -3.262 4.472 -0.754 0.288
H -3.687 4.496 0.947 0.316
H -4.112 2.074 -0.910 0.391
H -4.508 2.117 0.800 0.456
H -3.009 -0.010 2.110 0.449
H -1.622 -0.740 1.334 -0.099
H -4.333 -0.286 -0.078 0.266
H -3.786 -1.826 0.585 0.398
H -2.930 -1.104 -0.768 0.117
H -2.151 0.683 -1.887 0.277
H -0.437 0.705 -1.456 -0.189
H -2.041 3.157 -2.413 0.367
H -0.858 2.275 -3.378 0.347
H -0.335 3.169 -1.956 0.312
O 4.987 0.044 2.575 -0.521
C 4.417 1.049 2.977 0.171
O 3.415 1.653 2.452 -0.609
H 4.786 1.559 3.890 0.352
```

Results
Orbital gap (spin up / spin down), eV: 6.45 / 6.58
Net charge: -1
Spin multiplicity: 4
<S²>: 3.770

***

# 5
Computed, not measured: a structure of composition C11H27BCl3F4Li3N2O11S2 in a non-equilibrium geometry, with ωB97M-V/def2-TZVPD.

```
64
Properties=species:S:1:pos:R:3:mulliken_charge:R:1
N -1.671 2.875 -1.839 0.366
B -0.975 1.596 -1.412 -0.243
O -0.836 0.534 -2.348 -0.526
O -0.455 1.562 -0.050 -0.321
S -0.564 -0.001 0.562 0.933
O -1.412 0.109 1.808 -0.596
O 0.924 -0.582 1.121 -0.407
C 1.914 0.456 1.348 -1.046
C 2.695 0.894 0.016 1.239
O 2.626 2.353 -0.022 -0.598
C 4.217 0.451 -0.018 0.949
F 4.953 1.334 0.792 -0.212
F 4.700 0.659 -1.341 -0.210
F 4.420 -0.868 0.351 -0.197
H -1.063 3.645 -1.500 -0.047
H -2.511 2.917 -1.223 0.365
H -1.680 0.061 -2.512 0.147
H 1.491 1.373 1.867 0.327
H 2.721 0.046 2.051 0.356
H 2.118 0.433 -0.891 -1.074
H 3.137 2.692 -0.812 0.221
Li 2.021 2.626 -2.123 0.331
C -3.370 -2.695 -1.406 -0.439
Cl -4.513 -1.480 -1.993 -0.122
Cl -2.000 -1.924 -0.593 -0.082
H -3.882 -3.348 -0.701 0.358
H -3.002 -3.278 -2.248 0.301
C 1.036 -2.220 4.302 -0.243
C -0.022 -1.225 4.785 -0.305
C -0.742 -1.862 5.976 -0.738
S 0.437 -2.976 6.734 1.176
O -0.043 -4.328 6.582 -0.657
O 0.843 -2.439 8.016 -0.694
C 1.750 -2.706 5.556 -0.778
H 1.732 -1.762 3.597 -0.019
H 0.549 -3.061 3.798 0.293
H 0.468 -0.299 5.103 0.333
H -0.726 -0.967 3.991 0.067
H -1.053 -1.114 6.705 0.370
H -1.603 -2.450 5.656 0.377
H 2.307 -3.629 5.403 0.393
H 2.407 -1.932 5.959 0.438
O 3.939 -1.461 8.262 -0.330
H 3.019 -1.732 8.318 0.370
C -4.409 1.085 -4.506 -0.467
C -3.763 2.329 -5.094 -0.178
O -3.774 3.389 -4.136 -0.543
H -5.439 1.294 -4.204 0.313
H -4.412 0.268 -5.231 0.389
H -3.874 0.757 -3.608 -0.240
H -4.313 2.663 -5.974 0.285
H -2.731 2.133 -5.388 0.179
H -3.276 3.087 -3.368 0.297
C 1.211 -0.284 -6.072 -0.882
N 0.376 0.853 -5.620 0.943
O -0.679 1.025 -6.187 -0.523
O 0.823 1.549 -4.691 -0.527
H 0.697 -0.796 -6.883 0.318
H 2.163 0.121 -6.414 0.318
H 1.348 -0.951 -5.220 0.221
Li 2.530 -0.307 -2.392 0.662
F 6.034 -2.297 8.725 -0.323
Li -1.926 5.352 -1.256 0.674
Cl -0.889 2.454 -8.104 -0.745
```

Results
Orbital gap, eV: 1.23
Spin multiplicity: 1

***

# 6
Computed, not measured: a structure of composition C11H27F5N6O3S2Tc, with ωB97M-V/def2-TZVPD.

```
55
Properties=species:S:1:pos:R:3:mulliken_charge:R:1
Tc -0.572 -0.143 1.068 -0.121
N -1.086 1.387 2.530 -0.271
C -2.575 1.488 2.616 -0.979
C -3.232 0.913 1.358 -0.346
N -2.756 -0.463 1.090 0.167
C -3.030 -0.944 -0.286 -0.535
C -2.069 -2.081 -0.636 -0.780
N -0.667 -1.592 -0.502 -0.209
C -3.222 -1.436 2.108 -0.826
C -2.124 -1.773 3.119 -0.767
N -0.807 -1.821 2.434 -0.344
H -0.674 1.408 3.459 0.293
H -0.719 2.216 2.061 0.293
H -2.891 2.526 2.726 0.532
H -2.912 0.956 3.505 0.287
H -2.957 1.533 0.504 0.162
H -4.321 0.953 1.467 0.547
H -2.856 -0.126 -0.986 0.380
H -4.067 -1.274 -0.397 0.384
H -2.272 -2.411 -1.656 0.587
H -2.216 -2.935 0.027 0.313
H -0.517 -0.991 -1.327 0.137
H -0.006 -2.359 -0.592 0.307
H -3.543 -2.347 1.606 0.471
H -4.095 -1.048 2.637 0.436
H -2.356 -2.723 3.603 0.485
H -2.063 -1.017 3.899 0.352
H -0.718 -2.711 1.948 0.192
H -0.074 -1.852 3.143 0.355
F 2.115 -1.358 1.144 -0.294
C 1.479 -0.231 1.629 1.019
F 1.510 -0.383 3.015 -0.317
C 2.408 0.966 1.355 0.322
F 3.490 0.974 2.126 -0.256
F 1.736 2.116 1.590 -0.255
F 2.812 0.974 0.078 -0.131
C 5.993 -0.608 -3.773 -1.035
N 4.763 -1.087 -3.151 -0.160
C 3.705 -0.338 -2.909 0.740
N 3.675 0.951 -3.165 -0.186
S 2.288 -1.108 -2.270 -0.050
H 6.645 -1.457 -3.944 0.352
H 6.510 0.101 -3.124 0.360
H 5.782 -0.136 -4.733 0.362
H 4.710 -2.062 -2.906 0.241
H 4.489 1.447 -3.495 0.249
H 2.851 1.479 -2.888 0.271
C -1.189 3.044 -2.123 -1.191
S -0.223 1.621 -1.710 1.177
O 1.153 1.892 -2.024 -0.768
O -0.794 0.471 -2.392 -0.804
O -0.429 1.443 -0.208 -0.326
H -0.805 3.411 -3.073 0.474
H -1.048 3.795 -1.349 0.362
H -2.230 2.751 -2.221 0.345
```

Results
Orbital gap (spin up / spin down), eV: 9.97 / 5.47
Net charge: +2
Spin multiplicity: 4
<S²>: 3.762

***

Number 1: calculated total energy -11962.08632 hartree. Number 2: calculated total energy -2479.15812 hartree. Number 3: calculated total energy -1731.62043 hartree. Number 4: calculated total energy -2233.05590 hartree. Number 5: calculated total energy -3995.75636 hartree. Number 6: calculated total energy -2365.64268 hartree.